{
  "formula": "C15H23N5Pt",
  "method": "ωB97M-V with the def2-TZVPD basis set",
  "symbols": ["Pt", "C", "C", "N", "C", "C", "N", "C", "C", "N", "C", "C", "N", "C", "C", "C", "C", "C", "C", "C", "N", "H", "H", "H", "H", "H", "H", "H", "H", "H", "H", "H", "H", "H", "H", "H", "H", "H", "H", "H", "H", "H", "H", "H"],
  "positions_angstrom": [[0.09830, 0.32054, 0.15041], [0.35807, -3.76850, 1.54015], [0.04144, -2.39286, 1.06443], [0.84595, -1.38439, 1.06730], [2.28089, -1.47072, 1.34606], [3.02268, -1.21886, 0.04163], [2.62496, 0.05877, -0.56531], [3.28452, 1.23096, 0.00210], [2.37218, 2.41884, -0.12170], [1.11226, 2.16003, 0.62032], [0.06144, 3.20404, 0.36796], [-0.71851, 2.90429, -0.90158], [-1.15975, 1.51414, -0.79038], [-2.30857, 1.01610, -1.10191], [-3.40616, 1.79931, -1.73551], [-2.45949, -0.41736, -0.71056], [-3.56561, -1.23512, -0.84994], [-3.51523, -2.51956, -0.31630], [-2.37858, -2.96898, 0.35104], [-1.29431, -2.11659, 0.45458], [-1.36280, -0.89382, -0.08587], [1.20763, -3.78968, 2.21434], [0.57011, -4.41620, 0.68534], [-0.49866, -4.18815, 2.06664], [2.58817, -2.43012, 1.75505], [2.50186, -0.70266, 2.08798], [2.76110, -2.00595, -0.66712], [4.09898, -1.28786, 0.22682], [2.79541, 0.01428, -1.56191], [4.24681, 1.44742, -0.46825], [3.48771, 1.04150, 1.05941], [2.11544, 2.59456, -1.16734], [2.85283, 3.32094, 0.26247], [1.33287, 2.20477, 1.61156], [0.50360, 4.20010, 0.31430], [-0.61589, 3.17307, 1.22056], [-0.08133, 2.97284, -1.78582], [-1.53500, 3.61561, -1.01957], [-3.02387, 2.44719, -2.52257], [-3.89045, 2.42681, -0.98194], [-4.16353, 1.14989, -2.16561], [-4.45976, -0.89291, -1.35101], [-4.37215, -3.17223, -0.41351], [-2.35559, -3.96348, 0.77324]],
  "forces_ev_per_a": [[-0.38, 0.15, 0.26], [-0.03, 0.00, 0.00], [0.13, 0.16, 0.00], [0.20, -0.08, -0.06], [-0.15, 0.02, 0.18], [0.05, 0.05, -0.23], [0.35, -0.34, -0.06], [0.12, -0.17, 0.07], [-0.14, 0.31, -0.03], [0.08, 0.16, -0.10], [0.11, 0.01, 0.16], [-0.01, -0.03, -0.15], [-0.19, 0.19, 0.16], [0.11, -0.01, -0.09], [-0.03, -0.04, 0.04], [0.15, 0.19, 0.00], [-0.06, -0.10, 0.04], [0.09, -0.01, 0.04], [-0.22, 0.00, -0.09], [0.14, -0.02, 0.03], [-0.38, -0.42, -0.19], [-0.01, -0.01, 0.00], [-0.01, -0.01, 0.01], [0.00, 0.00, -0.01], [-0.07, -0.01, 0.00], [0.06, 0.00, 0.02], [0.05, -0.05, 0.04], [0.02, 0.03, 0.00], [0.00, 0.03, -0.02], [0.01, 0.00, 0.00], [0.03, 0.01, 0.00], [0.02, -0.01, -0.02], [-0.04, 0.03, 0.00], [-0.01, -0.04, 0.02], [0.06, -0.02, 0.01], [-0.02, 0.07, -0.01], [0.00, 0.02, -0.02], [-0.07, -0.08, 0.03], [0.02, 0.00, 0.00], [-0.02, -0.01, -0.02], [0.01, 0.01, -0.01], [0.03, 0.04, 0.00], [0.01, 0.01, 0.00], [0.04, 0.01, 0.01]],
  "nbo_charge": [0.919, -0.696, 0.354, -0.432, -0.252, -0.225, -0.669, -0.245, -0.231, -0.619, -0.232, -0.262, -0.400, 0.332, -0.696, 0.213, -0.184, -0.125, -0.166, 0.141, -0.382, 0.256, 0.271, 0.259, 0.229, 0.220, 0.217, 0.217, 0.396, 0.230, 0.200, 0.207, 0.227, 0.411, 0.235, 0.229, 0.236, 0.245, 0.264, 0.272, 0.255, 0.258, 0.263, 0.259],
  "total_charge": 2,
  "lumo_ev": -7.4,
  "homo_energy_ev": -14.634,
  "homo_lumo_gap_ha": 0.2668
}